# 1
Here is 13 unconnected molecules or ions with the total composition C40H89Cl8N3O21 from the OMol25 dataset. Energies are from the ωB97M-V functional and the def2-TZVPD basis.

Structure (ORCA input):
```
! RIJCOSX wB97M-V def2-TZVPD def2/J DEFGRID3
* xyz 0 1
C 3.1737 -6.0333 -4.6314
C 3.3196 -7.6016 -4.3188
C 3.9338 -8.3650 -5.5903
O 4.0832 -9.8038 -5.4091
C 4.9131 -10.3249 -6.4492
N 4.1602 -7.9220 -3.1291
H 3.9917 -5.7656 -5.3002
H 3.3046 -5.3731 -3.7740
H 2.2786 -5.8904 -5.2366
H 2.3816 -8.0803 -4.0376
H 4.8909 -7.8614 -5.7262
H 3.2045 -8.1546 -6.3726
H 4.4513 -10.1163 -7.4143
H 4.8718 -11.3978 -6.2613
H 5.9597 -10.0713 -6.2808
H 4.2360 -8.9279 -3.1796
H 5.0758 -7.5408 -3.3204
C 1.5173 10.5042 -5.7214
C 0.5835 9.8625 -4.7030
C -0.2130 8.6665 -5.3288
O -1.0366 9.0185 -6.3931
C -1.7861 8.0006 -7.0413
N 1.4355 9.4599 -3.6580
H 2.2951 11.0296 -5.1672
H 1.0412 11.0081 -6.5625
H 2.0951 9.6939 -6.1662
H -0.0318 10.6552 -4.2773
H -0.7470 8.1402 -4.5376
H 0.4620 7.9607 -5.8128
H -2.1912 7.3107 -6.3010
H -1.1928 7.4465 -7.7687
H -2.6401 8.3555 -7.6183
H 2.1943 8.9324 -4.0654
H 1.9150 10.2801 -3.3153
C -0.6477 1.4366 0.5003
C -1.4723 0.8267 -0.6448
C -2.1685 -0.4265 -0.0599
O -1.1749 -1.4018 0.3198
C -1.6826 -2.5222 1.0823
N -2.4699 1.7108 -1.1757
H -0.1971 2.4222 0.3836
H 0.3064 0.9723 0.7496
H -1.2976 1.5250 1.3709
H -0.6649 0.5740 -1.3321
H -2.7265 -0.9232 -0.8536
H -2.8827 -0.2493 0.7443
H -0.8396 -3.0916 1.4738
H -2.2543 -3.1787 0.4263
H -2.2647 -2.2841 1.9725
H -2.8721 1.3670 -2.0361
H -3.1850 1.8837 -0.4838
C 3.2158 -7.8149 9.9815
C 3.7230 -6.5131 9.4402
O 2.7371 -5.9261 8.6379
C 2.9357 -4.6057 8.2712
O 3.9058 -3.9662 8.6876
O 1.9835 -4.2803 7.4816
C 1.8461 -2.8651 7.0991
H 3.9953 -8.4170 10.4483
H 2.9007 -8.4535 9.1563
H 2.3211 -7.6612 10.5848
H 4.6344 -6.7670 8.8989
H 4.0752 -5.8030 10.1884
H 0.9854 -2.5762 6.4959
H 2.7355 -2.6379 6.5114
H 1.7646 -2.2834 8.0174
C 3.7031 1.2893 -7.8705
C 4.3866 0.7415 -9.1564
O 3.8210 -0.4714 -9.5138
C 4.4807 -1.5099 -10.0660
O 5.6623 -1.4389 -10.3824
O 3.6383 -2.5903 -10.1465
C 3.8830 -3.8485 -10.8473
H 2.6536 1.4632 -8.1078
H 4.1855 2.2006 -7.5173
H 3.7938 0.5257 -7.0979
H 5.4536 0.5442 -9.0528
H 4.3043 1.4104 -10.0131
H 2.9636 -4.4324 -10.8061
H 4.6392 -4.4828 -10.3848
H 4.0199 -3.6366 -11.9077
C -3.4530 -5.2413 9.3190
C -4.2459 -4.1605 10.1035
O -3.4962 -2.9856 10.1500
C -2.7462 -2.6725 11.2032
O -2.8206 -3.2632 12.2759
O -2.1212 -1.5572 10.8984
C -1.2750 -0.9875 11.8646
H -2.9259 -4.8425 8.4523
H -4.0370 -6.0846 8.9503
H -2.7495 -5.6785 10.0275
H -4.5281 -4.4220 11.1233
H -5.1891 -3.9086 9.6185
H -1.4694 -1.3838 12.8613
H -1.3807 0.0971 11.8426
H -0.2464 -1.1958 11.5704
C -9.7709 -1.2270 -6.7223
C -8.9359 -0.1602 -7.4297
O -7.6336 -0.4939 -7.8847
C -6.5404 -0.2798 -7.0790
O -6.5038 0.3717 -6.0659
O -5.4232 -0.7924 -7.7200
C -4.1817 -0.8338 -6.9947
H -9.7650 -2.2060 -7.2016
H -10.6939 -0.9226 -6.2290
H -9.1236 -1.5360 -5.9015
H -8.7455 0.7588 -6.8753
H -9.4478 0.1231 -8.3494
H -4.2381 -1.2841 -6.0036
H -3.7578 0.1578 -6.8362
H -3.4029 -1.2497 -7.6339
C 11.9823 3.7535 2.4519
C 11.1033 4.2874 3.6023
O 9.6950 4.4339 3.2013
C 9.2886 5.6750 2.8195
O 9.9476 6.6840 2.9461
O 8.0270 5.5484 2.3616
C 7.2202 6.7711 2.2376
H 11.7555 2.7220 2.1825
H 12.9821 3.5819 2.8508
H 11.9758 4.3853 1.5638
H 11.5518 5.2404 3.8826
H 11.1386 3.6176 4.4615
H 6.1563 6.5383 2.2814
H 7.4922 7.3823 1.3770
H 7.3191 7.3637 3.1471
C -5.9238 3.4418 6.5396
C -7.0573 2.6041 6.0289
O -7.9806 3.5428 5.3651
C -7.8815 3.8462 4.0329
O -6.9898 3.3953 3.3175
O -8.7362 4.8497 3.7268
C -10.0094 4.9823 4.3880
H -5.2069 2.7694 7.0106
H -6.1596 4.3048 7.1623
H -5.4003 3.8466 5.6734
H -7.6209 2.2235 6.8808
H -6.7538 1.8244 5.3303
H -10.0358 5.1927 5.4571
H -10.5392 4.0349 4.2890
H -10.5827 5.7379 3.8508
C 1.5407 -10.1275 4.0695
Cl 2.5207 -11.5296 3.9305
Cl -0.0994 -10.3456 4.8041
H 2.1040 -9.4301 4.6895
H 1.5326 -9.6703 3.0801
C 5.5597 -3.4775 1.3090
Cl 6.0046 -4.7140 2.4916
Cl 5.8420 -1.7895 1.7918
H 6.1373 -3.6151 0.3949
H 4.4908 -3.6008 1.1346
C -9.6961 5.9490 -3.5889
Cl -9.3144 6.3211 -5.2755
Cl -10.5116 7.3505 -2.7857
H -10.4147 5.1296 -3.5696
H -8.7553 5.6910 -3.1025
C -3.0330 7.9093 1.1950
Cl -4.3831 8.5930 0.3078
Cl -2.8158 8.8857 2.6932
H -3.2311 6.8980 1.5500
H -2.1706 7.9222 0.5286
*
```

For the energy, the calculation gives -190564.3029 eV. As for the HOMO energy: -9.300 eV. For the orbital gap, the calculation gives 9.47 eV.

***

# 2
Here is a molecular structure, C13H30LiN2O7 from the OMol25 dataset. Energies are from the ωB97M-V functional and the def2-TZVPD basis.

Structure (ORCA input):
```
! RIJCOSX wB97M-V def2-TZVPD def2/J DEFGRID3
* xyz -1 1
Li -6.9245 2.5738 15.5825
C -8.0603 3.5109 13.6845
O -7.1743 4.1830 14.3999
O -8.2938 3.7820 12.4716
O -8.6178 2.4671 14.2588
C -10.8553 3.5371 16.1249
O -10.5346 2.3029 16.7151
C -9.6387 2.3731 17.7943
C -8.8443 1.0805 17.7800
N -8.0381 1.0960 16.5592
C -7.4817 -0.2195 16.2554
C -6.0219 -0.0905 15.8758
O -5.9878 0.7451 14.7552
C -4.7425 0.8579 14.1237
H -11.3313 3.3215 15.1708
H -9.9488 4.1088 15.8994
H -11.5318 4.1271 16.7610
H -10.1473 2.5617 18.7494
H -8.9306 3.1978 17.6149
H -9.5453 0.2340 17.8100
H -8.2563 1.0346 18.7054
H -8.7240 1.3637 15.8320
H -7.9873 -0.7119 15.4231
H -7.5086 -0.8811 17.1295
H -5.6182 -1.0862 15.6310
H -5.4287 0.3337 16.7009
H -4.3619 -0.1063 13.7701
H -3.9891 1.3085 14.7937
H -4.8594 1.5558 13.2961
C -2.4832 -1.5490 22.0554
O -3.6711 -0.9449 21.6229
C -3.4227 0.2865 20.9824
C -4.7529 0.8348 20.4820
N -4.5190 1.9819 19.6113
C -5.8212 2.5460 19.1715
C -5.5923 3.7737 18.3647
O -5.2507 3.3544 17.0583
C -4.7656 4.4072 16.2444
H -1.8716 -1.8635 21.1921
H -2.7248 -2.4428 22.6233
H -1.8781 -0.8536 22.6471
H -2.7372 0.1531 20.1323
H -2.9605 0.9966 21.6826
H -5.3894 1.0444 21.3413
H -5.2144 -0.0015 19.9279
H -4.1519 1.5714 18.7528
H -6.3999 2.7430 20.0778
H -6.3653 1.8034 18.5791
H -4.7858 4.3549 18.8294
H -6.4755 4.4247 18.2950
H -4.6388 4.0104 15.2356
H -3.7978 4.7778 16.5988
H -5.5143 5.1965 16.1293
*
```

The calculation puts the energy relative to the best compared isomer or geometry (same formula, charge and spin) at 2.2 kJ/mol. For the energy, the calculation gives -31485.9830 eV. As for the HOMO energy: -2.525 eV. For the orbital gap, the calculation gives 4.81 eV.

***

> Which value of orbital gap does entry 1 give?

9.47 eV